A cluster of 2 separate species, C39H35BF6N2 in total in a non-equilibrium geometry, computed with ωB97M-V/def2-TZVPD.

Computed properties:
- energy relative to the best compared isomer or geometry (same formula, charge and spin) (kcal per mole) = 5.43
- DFT total energy (hartree) = -2240.6795
- 2S+1 = 1
- molar mass (g mol⁻¹) = 656.52
- SMILES string = Fc1cccc(F)c1B(c1c(F)cccc1F)c1c(F)cccc1F.c1cc(N2CCCC2)ccc1Cc1ccc(N2CCCC2)cc1
- strongest force on any atom (eV Å⁻¹) = 2.11
- gap between HOMO and LUMO (Ha) = 0.23037
- net charge = 0

Geometry as XYZ:
```
83
Properties=species:S:1:pos:R:3:forces:R:3:mulliken_charge:R:1
F 1.915802 5.493448 -1.820028 -1.108 0.380 -0.388 -0.318
C 0.597386 5.272903 -2.135434 1.037 -0.358 0.354 -0.146
C 0.300600 5.089039 -3.480007 0.034 0.254 -0.277 -0.947
C -0.975788 4.662388 -3.852149 0.024 0.148 1.375 -0.536
C -1.871263 4.312563 -2.835391 0.274 0.243 -0.001 -0.806
C -1.486262 4.523508 -1.520191 -0.904 -1.143 0.382 -0.577
F -2.310590 3.930140 -0.586534 0.577 1.234 -0.779 -0.092
C -0.309903 5.135717 -1.064869 -0.330 -0.847 -1.903 2.117
B -0.168565 5.825263 0.272356 0.805 -0.326 0.428 1.054
C 1.212046 6.363979 0.778849 0.387 0.489 -0.150 0.924
C 2.295090 5.813266 1.450661 0.060 -0.417 -0.198 -0.441
F 2.319359 4.479504 1.711430 -0.237 0.573 -0.017 0.022
C 3.416076 6.526778 1.831804 0.097 0.405 -0.014 -1.042
C 3.508302 7.877887 1.501286 -0.810 -0.437 -0.061 -0.485
C 2.457375 8.480520 0.801643 0.820 -0.003 0.142 -0.835
C 1.384945 7.706445 0.445093 -0.293 0.294 -0.002 0.371
F 0.413845 8.317216 -0.317540 0.371 -0.455 0.409 -0.292
C -1.364670 6.457289 1.001472 -1.195 0.540 0.773 1.310
C -1.490263 6.585397 2.394500 0.335 -0.018 0.362 -0.174
F -0.631418 5.869934 3.188944 -0.513 0.465 -0.661 -0.361
C -2.440320 7.363898 3.041168 0.052 0.154 -0.187 -0.754
C -3.290004 8.168857 2.269096 0.802 -0.738 -0.190 -0.561
C -3.236959 8.068487 0.883575 -0.278 0.309 0.173 -0.703
C -2.337560 7.189761 0.316492 -0.445 -0.428 -0.812 0.276
F -2.481151 7.013335 -1.036757 0.428 0.369 0.755 -0.347
H 1.057347 5.311809 -4.233222 -0.131 -0.139 0.334 0.448
H -1.271224 4.580745 -4.880274 0.078 -0.104 -0.303 0.444
H -2.862235 3.905297 -3.019474 0.277 -0.004 -0.030 0.477
H 4.195132 6.015016 2.383661 -0.018 0.032 -0.113 0.476
H 4.374210 8.446288 1.789542 0.145 0.134 0.039 0.425
H 2.493536 9.518351 0.505196 -0.017 0.027 -0.023 0.495
H -2.485464 7.355544 4.127075 0.074 0.040 -0.224 0.494
H -3.967452 8.852983 2.742024 -0.261 0.102 0.144 0.449
H -3.891804 8.653908 0.234505 0.210 -0.276 0.222 0.464
C 0.693415 1.087835 0.272732 0.438 0.274 0.675 0.145
C 1.490181 -0.033007 0.005809 0.108 0.570 0.273 -1.145
C 2.546511 -0.424813 0.860702 -1.125 1.627 0.692 1.340
N 3.382072 -1.440606 0.545826 0.760 -0.990 0.108 0.096
C 4.369227 -1.985463 1.469411 0.229 0.229 0.189 -0.705
C 5.163083 -3.039957 0.670579 -0.283 0.020 0.653 -0.568
C 4.736102 -2.903755 -0.776973 -0.294 0.635 -0.427 -0.568
C 3.489710 -1.976956 -0.788127 0.093 -0.528 -0.553 -0.709
C 2.689808 0.345955 2.050902 0.572 -0.754 -0.665 -0.907
C 1.918931 1.472451 2.274970 -0.186 0.256 0.345 -0.460
C 0.884972 1.887074 1.425296 0.364 -1.273 -0.517 -0.383
C -0.079925 2.951471 1.847064 0.125 -0.943 0.289 0.636
C -1.457289 2.466538 2.155024 -1.011 -1.221 0.993 -0.469
C -2.533735 3.338464 2.052017 0.325 0.427 -0.296 0.326
C -3.855299 2.958208 2.200414 -0.008 -0.012 0.099 -1.058
C -4.172126 1.652148 2.587231 1.327 0.098 -0.215 1.308
N -5.463453 1.235348 2.673662 -0.550 -0.554 0.375 0.072
C -5.824967 0.006792 3.342442 -0.003 -0.509 0.003 -0.763
C -7.366947 -0.061147 3.288864 0.707 -0.129 0.543 -0.588
C -7.809290 1.018847 2.327640 0.323 0.490 -0.717 -0.596
C -6.568923 1.928395 2.077115 -0.852 0.278 0.014 -0.568
C -3.080721 0.776673 2.847588 -0.526 0.230 -0.010 -0.787
C -1.760894 1.158342 2.628069 -0.364 0.939 -0.453 -1.351
H -0.086019 1.374065 -0.430111 -0.009 -0.204 0.082 0.526
H 1.298393 -0.603737 -0.882237 -0.049 -0.115 -0.333 0.352
H 5.051966 -1.192425 1.827605 -0.258 -0.173 -0.058 0.311
H 3.894497 -2.439610 2.360246 0.080 0.273 -0.319 0.317
H 6.229632 -2.879086 0.797482 0.086 -0.061 0.005 0.289
H 4.934594 -4.033883 1.051002 0.018 -0.045 0.019 0.273
H 5.531499 -2.445474 -1.365896 -0.040 -0.035 -0.029 0.274
H 4.506992 -3.863313 -1.228047 0.003 -0.095 -0.075 0.298
H 2.596816 -2.560169 -1.075058 0.131 0.229 0.085 0.279
H 3.621576 -1.178714 -1.539517 -0.191 -0.124 0.271 0.374
H 3.469389 0.043650 2.757329 -0.333 0.339 -0.162 0.317
H 2.148110 2.060967 3.168653 -0.254 -0.179 -0.190 0.358
H -0.170948 3.755906 1.179152 -0.188 0.855 -1.853 -1.595
H 0.322867 3.517089 2.642080 0.571 0.122 1.573 0.767
H -2.315725 4.377219 1.786585 -0.286 -0.570 0.019 0.288
H -4.633700 3.687095 2.003133 0.016 -0.073 0.082 0.339
H -5.458501 -0.006216 4.389540 -0.062 0.003 -0.465 0.355
H -5.384821 -0.868359 2.825659 -0.089 0.230 0.200 0.320
H -7.758424 0.118251 4.286619 -0.129 -0.036 0.069 0.270
H -7.677234 -1.050969 2.973141 -0.174 -0.101 0.034 0.302
H -8.127883 0.579431 1.379877 -0.024 0.069 0.059 0.277
H -8.640871 1.600025 2.718365 -0.059 0.009 -0.037 0.306
H -6.432655 2.089211 0.992645 0.152 0.021 0.324 0.301
H -6.734086 2.917189 2.540325 0.111 -0.164 -0.134 0.239
H -3.322754 -0.225787 3.190848 0.297 0.113 -0.050 0.340
H -0.986336 0.423884 2.800760 0.165 0.055 -0.073 0.400
```
Positions in Å, forces in eV/Å.